Record 1
Below is a 11-piece molecular cluster, C44H77N11 overall at a distorted geometry, with properties calculated with the ωB97M-V functional and the def2-TZVPD basis.

Geometry as XYZ:
```
132
Properties=species:S:1:pos:R:3
C -5.2792 4.7732 -3.4521
C -4.6975 3.5266 -2.8104
C -3.7237 3.8175 -1.6662
C -2.5402 4.5297 -2.0904
N -1.6014 5.0785 -2.4606
H -6.0201 4.5668 -4.2260
H -4.5206 5.3727 -3.9640
H -5.7658 5.4315 -2.7279
H -4.1329 2.9789 -3.5706
H -5.4839 2.8541 -2.4714
H -3.4301 2.8942 -1.1655
H -4.1831 4.4322 -0.8828
C -5.9752 -2.8478 -3.0139
C -4.6539 -2.1876 -2.6970
C -4.7972 -0.9025 -1.8441
C -5.7445 0.0314 -2.4462
N -6.4897 0.7639 -2.9185
H -5.8653 -3.8548 -3.4117
H -6.6073 -2.2191 -3.6389
H -6.5072 -2.9668 -2.0610
H -4.1081 -1.9153 -3.6066
H -3.9680 -2.8818 -2.2064
H -3.8113 -0.4314 -1.8893
H -5.0274 -1.1235 -0.8051
C 1.3664 -2.4416 3.5961
C 0.1190 -3.1570 4.1181
C 0.4488 -4.5412 4.6944
C -0.7654 -5.3086 5.0198
N -1.7011 -5.8987 5.3235
H 1.7108 -2.8746 2.6576
H 2.1629 -2.5879 4.3308
H 1.1492 -1.3816 3.4815
H -0.6221 -3.2856 3.3238
H -0.4287 -2.5972 4.8786
H 0.9403 -4.4319 5.6662
H 1.1238 -5.1062 4.0534
C 1.1130 0.2308 0.7502
C -0.1690 -0.5972 0.7323
C -1.4425 0.1791 0.4141
C -1.4080 0.8250 -0.8905
N -1.3768 1.2347 -1.9634
H 1.2939 0.7107 -0.2138
H 1.9877 -0.4094 0.8838
H 1.0753 1.0107 1.5124
H -0.2412 -1.1855 1.6466
H -0.0586 -1.3256 -0.0783
H -1.6837 0.9508 1.1527
H -2.2931 -0.5053 0.4527
C 4.8258 1.1651 1.4873
C 6.2277 1.1508 2.1110
C 7.1912 2.0317 1.3146
C 7.5939 1.5223 -0.0014
N 7.9499 1.1600 -1.0340
H 4.4032 2.1719 1.4356
H 4.1330 0.6226 2.1343
H 4.8149 0.7608 0.4753
H 6.6027 0.1271 2.1402
H 6.1364 1.5160 3.1327
H 8.0838 2.3032 1.8765
H 6.6812 2.9609 1.0337
C 1.7036 3.5535 4.9593
C 2.4507 2.2210 4.9890
C 1.4911 1.0719 5.3279
C 0.2804 1.0049 4.5076
N -0.6555 0.8877 3.8555
H 0.9299 3.5748 4.1921
H 2.3733 4.3821 4.7262
H 1.2490 3.7391 5.9336
H 3.2711 2.2220 5.7032
H 2.8745 2.0226 4.0015
H 1.2022 1.0763 6.3815
H 1.9783 0.0985 5.2028
C -3.7580 3.2851 3.5743
C -4.3660 1.9824 4.0637
C -4.2676 0.7848 3.1359
C -4.6677 1.0761 1.7542
N -4.8717 1.3108 0.6467
H -3.8762 3.9893 4.3988
H -4.2775 3.6696 2.6940
H -2.7050 3.2238 3.2993
H -5.4192 2.0716 4.3550
H -3.9353 1.7501 5.0437
H -4.9142 -0.0149 3.4996
H -3.2330 0.4331 3.0753
C 1.5243 -0.5668 -2.7057
C 1.0528 -0.9232 -4.0881
C -0.4698 -1.1416 -4.1552
C -0.8944 -2.1352 -3.1532
N -1.2100 -2.9158 -2.3731
H 2.6118 -0.4589 -2.6911
H 1.3470 -1.4095 -2.0321
H 1.1094 0.3461 -2.2831
H 1.5090 -1.8549 -4.4340
H 1.3176 -0.2120 -4.8730
H -0.8816 -1.4151 -5.1270
H -1.0140 -0.2202 -3.9215
C 0.2313 -5.4399 1.6870
C 0.0138 -4.3309 0.6348
C 1.1602 -4.2550 -0.3622
C 1.4017 -5.5309 -1.0441
N 1.5941 -6.5007 -1.6260
H 0.3980 -6.3672 1.1396
H -0.6437 -5.5819 2.3187
H 1.0930 -5.1886 2.3062
H -0.1371 -3.3669 1.1289
H -0.9407 -4.4537 0.1171
H 2.0497 -3.9311 0.1826
H 0.9411 -3.5757 -1.1888
C -0.9215 2.3500 -5.2979
C -1.3762 3.7481 -5.7768
C -0.5543 4.8626 -5.1372
C 0.8806 4.7508 -5.3206
N 2.0125 4.6663 -5.4676
H 0.1653 2.2653 -5.2631
H -1.3370 1.5578 -5.9187
H -1.2649 2.2280 -4.2671
H -2.4201 3.8540 -5.4834
H -1.3257 3.7959 -6.8656
H -0.7952 4.9088 -4.0715
H -0.9080 5.8000 -5.5758
C 4.9609 -2.6084 0.6593
C 6.0593 -2.2954 -0.3398
C 5.5759 -1.6868 -1.6613
C 4.5522 -2.5347 -2.2995
N 3.7367 -3.2162 -2.7396
H 4.1591 -3.1446 0.1460
H 4.5364 -1.6881 1.0748
H 5.3001 -3.2005 1.5079
H 6.5600 -3.2412 -0.5641
H 6.8061 -1.6260 0.0909
H 6.4246 -1.5540 -2.3293
H 5.1411 -0.6984 -1.4995
```

Calculated values
Relative energy (zero: lowest compared OMol25 entry of this formula, charge and spin)   0.861 eV
E_HOMO   -10.453 eV
E_LUMO   -0.173 eV
E   -63266.212 eV

Mulliken atomic charge list, values in e, 6 entries: atom 1 (C): -1.49, atom 2 (C): -0.11, atom 3 (C): 0.70, atom 4 (C): 0.14, atom 5 (N): -0.65, atom 6 (H): 0.39

Record 2
Below is a 6-piece molecular cluster, C44H78F5N3O13S5 overall at a distorted geometry, with properties calculated with the ωB97M-V functional and the def2-TZVPD basis.

Geometry as XYZ:
```
148
Properties=species:S:1:pos:R:3
C 7.2688 -1.1637 4.6959
C 6.2176 -0.1581 5.1712
C 6.4377 1.2521 4.6104
C 5.1465 2.0838 4.5283
C 5.1114 3.0672 3.3428
C 4.0040 2.7841 2.3237
C 2.6163 2.7729 2.9811
C 2.2630 3.9947 3.8409
N 2.2397 3.7261 5.2822
C 4.0266 3.8584 1.2298
C 5.3883 4.0952 0.5657
C 5.2917 4.6725 -0.8589
N 6.2067 4.0861 -1.8452
O 4.3384 1.4898 1.8168
C 3.5103 0.9153 0.8290
C 3.4444 -0.5785 1.1569
C 4.7996 -1.2116 1.3263
O 4.9552 -2.3438 1.7002
C 4.0442 1.1942 -0.5995
O 4.2069 0.0132 -1.3705
C 3.1581 -0.3180 -2.2335
N 3.1471 -1.7674 -2.3155
C 3.3251 0.3773 -3.5974
F 2.3823 -0.1524 -4.4467
F 2.9984 1.6986 -3.4327
C 4.6967 0.2717 -4.2029
C 5.0530 -0.8738 -4.9095
C 6.3260 -0.9916 -5.4425
C 7.2460 0.0332 -5.2806
C 6.8800 1.1739 -4.5806
C 7.8742 2.2848 -4.3875
F 7.2993 3.5009 -4.4560
F 8.8582 2.2444 -5.3160
F 8.4812 2.2033 -3.1739
C 5.6108 1.2979 -4.0384
H 8.2473 -0.7039 4.5544
H 7.3616 -1.9994 5.3914
H 6.9618 -1.6017 3.7435
H 6.1762 -0.1278 6.2641
H 5.2317 -0.5120 4.8550
H 7.1828 1.7702 5.2180
H 6.8192 1.1293 3.5915
H 4.3182 1.3796 4.4587
H 4.9974 2.6364 5.4595
H 6.0607 2.9536 2.8133
H 5.0706 4.1073 3.6680
H 2.4526 1.8534 3.5369
H 1.8867 2.7365 2.1625
H 2.9513 4.8207 3.6501
H 1.2744 4.3524 3.5472
H 2.6486 2.8311 5.5106
H 1.3103 3.7734 5.6666
H 3.3207 3.5607 0.4428
H 3.6445 4.8019 1.6194
H 5.9902 4.7661 1.1829
H 5.9493 3.1571 0.5335
H 5.5531 5.7320 -0.8245
H 4.2713 4.6096 -1.2414
H 7.1581 4.3677 -1.6405
H 6.2104 3.0746 -1.7623
H 2.4816 1.2774 0.8837
H 2.9506 -0.6544 2.1323
H 2.8379 -1.1517 0.4564
H 5.6764 -0.5785 1.1032
H 3.3933 1.9088 -1.1078
H 5.0237 1.6664 -0.5340
H 2.1978 0.0012 -1.8096
H 2.7490 -2.0734 -3.1959
H 4.1142 -2.0811 -2.3197
H 4.3208 -1.6583 -5.0369
H 6.6052 -1.8867 -5.9798
H 8.2317 -0.0662 -5.7118
H 5.3487 2.1973 -3.4949
C 0.7267 -2.3811 4.3845
C 0.7995 -2.7821 5.8641
C 1.4811 -1.6332 6.6167
S 1.1068 -0.1466 5.6764
O 2.3454 0.3738 5.1393
O 0.2320 0.7112 6.4362
C 0.2016 -0.9496 4.3599
H 0.0760 -3.0374 3.8145
H 1.7247 -2.4209 3.9406
H -0.2117 -2.9304 6.2513
H 1.3450 -3.7142 6.0042
H 1.1104 -1.4991 7.6296
H 2.5640 -1.7416 6.6308
H 0.3894 -0.4279 3.4244
H -0.8548 -0.8980 4.6079
C -5.0386 -3.4151 5.3043
C -3.9324 -4.4703 5.4561
C -3.2467 -4.6139 4.0906
S -3.4371 -3.0199 3.2750
O -4.2700 -3.1930 2.1155
O -2.1502 -2.3697 3.1707
C -4.4037 -2.2435 4.5632
H -5.4365 -3.1029 6.2682
H -5.8632 -3.8215 4.7155
H -3.2082 -4.1348 6.2014
H -4.3291 -5.4264 5.7932
H -2.1856 -4.8382 4.1690
H -3.7358 -5.3554 3.4626
H -5.1184 -1.5651 4.1009
H -3.7162 -1.6899 5.2031
C -6.2519 -2.0434 -1.3730
C -7.6394 -1.6396 -1.8790
C -8.3463 -0.8674 -0.7593
S -7.0332 -0.0980 0.2013
O -7.0375 -0.6612 1.5309
O -7.0740 1.3346 0.0114
C -5.6699 -0.7939 -0.7247
H -5.6500 -2.3661 -2.2178
H -6.3288 -2.8468 -0.6364
H -7.5243 -1.0023 -2.7525
H -8.2300 -2.5012 -2.1882
H -9.0007 -0.0833 -1.1335
H -8.9004 -1.5248 -0.0923
H -4.8353 -0.9885 -0.0545
H -5.3912 -0.0517 -1.4737
C -9.1936 2.8935 -3.6765
C -7.6898 3.1111 -3.8933
C -7.0998 1.7795 -4.3719
S -8.4325 0.9245 -5.2261
O -8.7577 -0.2699 -4.4820
O -8.1521 0.8408 -6.6371
C -9.6954 2.1537 -4.9141
H -9.7242 3.8336 -3.5356
H -9.3529 2.2813 -2.7861
H -7.5379 3.8781 -4.6553
H -7.1967 3.4474 -2.9831
H -6.2731 1.8994 -5.0668
H -6.7905 1.1487 -3.5404
H -10.6498 1.6512 -4.7765
H -9.7360 2.8051 -5.7865
C -4.5000 -3.9486 -7.0998
C -5.8985 -3.3559 -7.3292
C -6.3728 -2.7683 -5.9942
S -4.8829 -2.2944 -5.1078
O -4.7690 -3.1009 -3.9135
O -4.8067 -0.8584 -5.0024
C -3.7181 -2.8902 -6.3279
H -4.0060 -4.1992 -8.0371
H -4.5752 -4.8611 -6.5047
H -5.8420 -2.5658 -8.0799
H -6.5994 -4.1046 -7.6939
H -6.9947 -1.8833 -6.1115
H -6.8912 -3.5036 -5.3821
H -2.8357 -3.2683 -5.8176
H -3.4529 -2.0439 -6.9609
```

Calculated values
E_HOMO   -8.459 eV
E_LUMO   0.333 eV
E   -145743.898 eV

Mulliken atomic charge list, values in e, 6 entries: atom 1 (C): -1.39, atom 2 (C): 0.10, atom 3 (C): -0.94, atom 4 (C): 0.29, atom 5 (C): -1.86, atom 6 (C): 1.77